Record 1
Formula: C37H30N2O4P2S6Ti
Source: OMol25
Level of theory: ωB97M-V/def2-TZVPD

Cartesian coordinates (Å):
Ti -0.815 -0.927 0.449
O -4.251 1.327 0.256
C -3.384 0.295 0.304
O -2.113 0.531 0.409
C -3.728 -1.031 0.215
C -4.993 -1.686 0.109
C -5.040 -3.038 0.020
C -3.814 -3.805 0.016
C -2.640 -3.149 0.118
N -2.558 -1.789 0.241
C -1.257 -3.742 0.081
O -1.033 -4.922 -0.068
O -0.342 -2.797 0.188
H -3.770 2.112 0.564
H -5.892 -1.082 0.104
H -5.992 -3.547 -0.052
H -3.811 -4.882 -0.073
N 0.913 0.544 0.287
C 1.432 1.104 -0.942
C 2.467 2.036 -0.895
C 2.962 2.573 -2.066
C 2.441 2.187 -3.300
C 1.410 1.270 -3.349
C 0.900 0.729 -2.168
P -0.504 -0.395 -2.083
C -0.221 -1.649 -3.375
C -0.562 -1.444 -4.711
C -0.292 -2.419 -5.659
C 0.316 -3.609 -5.278
C 0.650 -3.822 -3.949
C 0.383 -2.847 -2.998
C -1.923 0.574 -2.672
C -1.916 1.965 -2.591
C -3.072 2.682 -2.863
C -4.239 2.019 -3.214
C -4.255 0.632 -3.281
C -3.106 -0.090 -2.999
H 0.601 1.339 0.858
H 1.745 0.171 0.810
H 2.864 2.323 0.069
H 3.756 3.307 -2.021
H 2.833 2.613 -4.216
H 0.987 0.972 -4.302
H -1.051 -0.523 -5.006
H -0.561 -2.252 -6.695
H 0.520 -4.374 -6.018
H 1.109 -4.752 -3.642
H 0.629 -3.021 -1.957
H -1.028 2.496 -2.271
H -3.058 3.760 -2.766
H -5.144 2.581 -3.409
H -5.172 0.107 -3.522
H -3.131 -1.174 -3.013
S 3.754 -0.299 1.609
S 2.691 -0.267 3.372
S 1.187 -1.654 3.258
S -0.608 -0.691 2.808
S -1.439 6.858 1.346
P -0.914 4.979 1.707
S -0.180 3.858 0.233
C -2.338 4.085 2.478
C -2.253 2.710 2.689
C -3.295 2.020 3.293
C -4.440 2.702 3.685
C -4.534 4.071 3.473
C -3.486 4.761 2.875
C 0.272 4.915 3.117
C 1.044 3.775 3.333
C 1.894 3.692 4.425
C 1.988 4.757 5.311
C 1.230 5.900 5.098
C 0.373 5.978 4.007
H -1.380 2.166 2.354
H -3.206 0.950 3.441
H -5.261 2.163 4.145
H -5.429 4.606 3.770
H -3.546 5.828 2.698
H 0.992 2.948 2.635
H 2.478 2.791 4.570
H 2.657 4.698 6.162
H 1.306 6.738 5.782
H -0.218 6.866 3.823

Calculated values
2S+1   1
Kohn-Sham gap   5.53 eV
Total charge   -2
HOMO   -1.637 eV

***

Record 2
Formula: C37H31BN5O4P2Se2Ti
Source: OMol25
Level of theory: ωB97M-V/def2-TZVPD

Cartesian coordinates (Å):
Ti 2.498 1.555 -1.052
Se -4.505 0.621 -1.985
P -3.480 0.457 -0.148
C -3.678 1.875 0.971
C -2.945 1.929 2.154
C -3.083 3.010 3.007
C -3.949 4.046 2.679
C -4.673 3.997 1.498
C -4.539 2.911 0.643
C -4.183 -0.957 0.771
C -4.686 -0.822 2.060
C -5.408 -1.857 2.644
C -5.644 -3.027 1.945
C -5.157 -3.165 0.650
C -4.441 -2.136 0.067
C -1.679 0.411 -0.313
C -0.567 -0.447 -0.255
N 0.495 0.305 -0.594
N 0.067 1.523 -0.850
N -1.227 1.624 -0.694
P -0.335 -2.153 0.250
Se 1.631 -2.849 0.542
C -1.227 -2.223 1.833
C -0.898 -1.239 2.765
C -1.457 -1.266 4.032
C -2.342 -2.278 4.381
C -2.658 -3.265 3.461
C -2.099 -3.242 2.191
C -1.214 -3.143 -0.991
C -1.750 -2.555 -2.132
C -2.386 -3.340 -3.085
C -2.490 -4.710 -2.901
C -1.932 -5.304 -1.775
C -1.282 -4.527 -0.831
H -2.257 1.127 2.398
H -2.505 3.053 3.922
H -4.048 4.898 3.341
H -5.337 4.811 1.235
H -5.086 2.861 -0.291
H -4.525 0.092 2.615
H -5.792 -1.736 3.650
H -6.217 -3.827 2.399
H -5.349 -4.069 0.085
H -4.123 -2.225 -0.961
H -0.192 -0.461 2.495
H -1.198 -0.498 4.751
H -2.784 -2.296 5.369
H -3.353 -4.052 3.726
H -2.362 -4.010 1.475
H -1.686 -1.484 -2.281
H -2.807 -2.869 -3.964
H -2.993 -5.319 -3.642
H -1.992 -6.377 -1.642
H -0.799 -4.988 0.023
O 2.841 1.208 1.106
C 2.499 2.396 1.336
O 2.238 3.205 0.413
H 2.416 2.735 2.383
C 4.580 -2.678 -1.802
C 3.901 -1.402 -1.670
N 3.344 -0.412 -1.566
H 4.699 -2.931 -2.854
H 3.981 -3.441 -1.306
H 5.560 -2.618 -1.330
C 1.923 4.214 -2.912
C 2.163 2.785 -2.587
N 2.194 1.687 -3.130
H 2.771 4.807 -2.568
H 1.042 4.553 -2.365
H 1.771 4.366 -3.984
O 5.208 3.507 -1.631
B 4.732 2.212 -1.292
O 5.876 1.363 -1.213
C 6.968 2.125 -1.493
C 8.295 1.761 -1.540
C 9.220 2.758 -1.857
C 8.812 4.061 -2.113
C 7.464 4.421 -2.062
C 6.562 3.429 -1.748
H 8.602 0.743 -1.337
H 10.273 2.511 -1.904
H 9.553 4.813 -2.357
H 7.134 5.433 -2.259

Calculated values
2S+1   1
Kohn-Sham gap   6.15 eV
Total charge   -1
HOMO   -3.889 eV

***

Record 3
Formula: C37H31N10O8PtS
Source: OMol25
Level of theory: ωB97M-V/def2-TZVPD

Cartesian coordinates (Å):
Pt -0.372 -0.220 -0.094
C -0.543 2.308 -1.560
N -0.236 0.862 -1.796
C -1.046 0.178 -2.860
C -1.064 -1.289 -2.543
N -0.555 -1.742 -1.401
C -0.874 -3.100 -1.298
C -0.630 -4.037 -0.299
C -1.073 -5.322 -0.541
C -1.725 -5.670 -1.736
C -1.974 -4.742 -2.726
C -1.540 -3.445 -2.473
N -1.639 -2.271 -3.229
C -0.835 2.536 -0.109
N -0.612 1.605 0.817
C -1.098 2.119 2.037
C -1.205 1.574 3.318
C -1.784 2.363 4.291
C -2.246 3.662 4.017
C -2.148 4.209 2.756
C -1.571 3.405 1.778
N -1.376 3.628 0.418
H 0.324 2.895 -1.868
H -1.396 2.615 -2.168
H 0.782 0.762 -2.021
H -2.067 0.563 -2.846
H -0.594 0.381 -3.832
H -0.153 -3.770 0.635
H -0.919 -6.085 0.210
H -2.045 -6.692 -1.880
H -2.481 -5.010 -3.642
H -2.087 -2.183 -4.130
H -0.843 0.583 3.554
H -1.883 1.973 5.295
H -2.686 4.244 4.816
H -2.504 5.207 2.538
H -1.684 4.442 -0.096
O -5.845 0.226 4.711
N -5.993 0.853 3.690
O -6.834 1.684 3.453
C -5.016 0.584 2.606
C -5.099 1.322 1.433
C -4.171 1.065 0.452
C -3.140 0.131 0.597
O -2.341 -0.114 -0.427
C -3.080 -0.542 1.827
C -4.030 -0.343 2.826
N -1.980 -1.422 2.157
O -2.070 -2.157 3.081
O -0.859 -1.404 1.522
N -4.180 1.830 -0.804
O -4.281 1.210 -1.837
O -4.032 3.031 -0.703
H -5.874 2.069 1.311
H -3.985 -0.872 3.769
C 3.804 1.811 -1.016
C 3.405 0.825 -2.072
O 2.283 0.284 -1.984
C 4.324 0.481 -3.149
C 5.612 1.029 -3.201
C 6.474 0.682 -4.225
C 6.059 -0.209 -5.206
C 4.780 -0.760 -5.168
C 3.919 -0.419 -4.146
H 2.955 2.022 -0.368
H 4.184 2.735 -1.450
H 4.610 1.389 -0.410
H 5.948 1.726 -2.446
H 7.468 1.106 -4.263
H 6.734 -0.476 -6.009
H 4.465 -1.447 -5.942
H 2.920 -0.834 -4.116
N 2.210 -2.307 -1.051
C 2.188 -1.882 0.204
N 1.531 -0.816 0.671
C 1.972 -0.490 1.976
C 1.735 0.682 2.677
C 2.252 0.813 3.955
C 2.999 -0.208 4.538
C 3.287 -1.362 3.829
C 2.788 -1.473 2.541
S 3.112 -2.742 1.393
H 1.865 -1.706 -1.783
H 2.727 -3.136 -1.296
H 1.201 1.492 2.218
H 2.090 1.732 4.502
H 3.387 -0.089 5.540
H 3.903 -2.140 4.259

Calculated values
2S+1   1
Kohn-Sham gap   6.04 eV
Total charge   +3
HOMO   -16.031 eV

***

Q: Which LUMO level values were calculated for the entries above? A: 3.894, 2.266, -9.989, in eV.
Q: Which energy values were calculated for the entries above? A: -5760.1107, -8363.4297, -3094.4369, in Eh.